Entry 1:
This record from OMol25 describes a cluster of 3 separate species, C22H30BFN6O8P in total. The level of theory is ωB97M-V/def2-TZVPD.

Positions of all 69 atoms, in Å:
1 C -0.5179 -1.3520 9.3929
2 C 0.1099 -1.0436 8.4218
3 C 0.8658 -0.6655 7.2287
4 O 1.3222 -1.8828 6.6197
5 C 1.8906 -1.7551 5.3712
6 F 3.1880 -1.2688 5.4442
7 C 1.0664 -0.9465 4.3878
8 C 1.6930 -0.7733 3.0139
9 N 0.6897 -0.1784 2.1428
10 C 0.0693 -1.1567 1.2456
11 N 0.6083 0.3625 4.9568
12 B 1.7137 1.4936 5.0247
13 O 2.6411 1.4045 6.0047
14 C 1.6413 2.6235 3.9624
15 C 0.3675 3.5080 4.1045
16 C -0.0249 0.1695 6.2978
17 O -0.1109 1.4659 6.8136
18 N -1.3810 1.6820 7.6661
19 O -1.1190 2.2935 8.5736
20 P -1.7719 -0.4926 5.9498
21 N -2.5031 0.5586 5.0555
22 H -1.0792 -1.7642 10.1997
23 H 1.7218 -0.0792 7.5663
24 H 1.9558 -2.7654 4.9646
25 H 0.1693 -1.5477 4.2329
26 H 2.6390 -0.2300 3.0285
27 H 1.9323 -1.7845 2.6648
28 H 1.0746 0.5900 1.6118
29 H -0.2089 -2.0631 1.7902
30 H -0.8295 -0.7767 0.7638
31 H 0.7762 -1.4715 0.4862
32 H -0.1459 0.7230 4.3401
33 H 3.4862 1.0026 5.7716
34 H 1.6720 2.1519 2.9766
35 H 2.5413 3.2288 4.0533
36 H 0.6835 4.5343 4.2758
37 H -0.2473 3.2379 4.9623
38 H -0.2358 3.4787 3.2018
39 H -2.3485 -0.7500 7.1922
40 H -1.6026 -1.7478 5.3411
41 H -2.7746 0.1968 4.1488
42 C -1.0675 -1.0651 -5.5594
43 C -0.3410 -0.0227 -4.9980
44 C 0.2247 -0.1680 -3.7429
45 C 0.0504 -1.3680 -3.0740
46 C -0.6737 -2.4176 -3.6128
47 C -1.2358 -2.2575 -4.8679
48 N 0.6644 -1.5397 -1.7548
49 O 1.2863 -0.5990 -1.2832
50 O 0.5288 -2.6140 -1.1933
51 H -1.5020 -0.9499 -6.5408
52 H -0.2121 0.9009 -5.5428
53 H 0.7937 0.6337 -3.2972
54 H -0.7935 -3.3411 -3.0670
55 H -1.8011 -3.0664 -5.3094
56 C -2.0191 1.4562 -12.0052
57 C -2.1420 0.0970 -11.7473
58 C -1.4767 -0.4695 -10.6723
59 C -0.6994 0.3468 -9.8709
60 C -0.5579 1.7014 -10.1121
61 C -1.2263 2.2554 -11.1916
62 N -0.0058 -0.2455 -8.7162
63 O -0.1276 -1.4407 -8.5310
64 O 0.6478 0.4929 -8.0039
65 H -2.5436 1.8945 -12.8436
66 H -2.7579 -0.5234 -12.3834
67 H -1.5622 -1.5249 -10.4617
68 H 0.0606 2.3113 -9.4712
69 H -1.1296 3.3125 -11.3966

Output
- LUMO level (eV) = -3.61
- frontier orbital gap (eV) = 7.92
- F_max (eV Å⁻¹) = 1.20
- charge = +1
- energy above the lowest of the compared OMol25 structures with the same formula, charge and spin (kcal per mole) = 0.0

Entry 2:
This record from OMol25 describes a structure of composition C22H30BN8O3PtS3. The level of theory is ωB97M-V/def2-TZVPD.

Positions of all 68 atoms, in Å:
1 Pt -0.4880 -0.8392 -0.1138
2 N 4.5670 4.8291 -1.9940
3 C 4.2251 3.5227 -1.6437
4 C 4.6453 2.9830 -0.4268
5 C 4.2771 1.7007 -0.0613
6 C 3.4922 0.9452 -0.9168
7 C 3.0614 1.4695 -2.1244
8 C 3.4216 2.7538 -2.4870
9 S 3.0030 -0.7096 -0.4846
10 O 4.0510 -1.3085 0.2981
11 O 2.6547 -1.3550 -1.7267
12 N 1.6173 -0.5443 0.3439
13 C 1.5837 -0.1663 1.6366
14 N 2.6545 0.3278 2.2866
15 C 2.5108 0.5727 3.5764
16 C 1.3222 0.3770 4.2634
17 C 0.2447 -0.0221 3.4869
18 N 0.3531 -0.2770 2.1992
19 H 5.3841 5.1971 -1.5377
20 H 4.5359 5.0300 -2.9789
21 H 5.2623 3.5894 0.2273
22 H 4.5891 1.2662 0.8784
23 H 2.4654 0.8436 -2.7752
24 H 3.0821 3.1762 -3.4268
25 H 3.3907 0.9655 4.0798
26 H 1.2299 0.5583 5.3236
27 H -0.7492 -0.1179 3.9126
28 C -0.2873 1.3222 -3.3303
29 N -1.4374 1.9267 -2.7059
30 C -2.6621 2.1726 -3.2912
31 C -3.4952 2.5425 -2.2964
32 N -2.8019 2.5152 -1.1096
33 B -3.4393 2.7239 0.2776
34 N -3.3484 1.4255 1.1707
35 C -3.6248 1.5430 2.5091
36 C -3.6831 0.3058 3.0484
37 N -3.4255 -0.5814 2.0328
38 C -3.4564 -2.0236 2.1713
39 C -3.1779 0.1191 0.8927
40 S -2.8663 -0.6534 -0.6304
41 C -1.5412 2.1261 -1.3638
42 S -0.2502 1.9097 -0.2872
43 H -0.4852 1.1978 -4.3933
44 H -0.0877 0.3497 -2.8728
45 H 0.5939 1.9443 -3.1792
46 H -2.8303 2.0576 -4.3474
47 H -4.5346 2.8158 -2.3260
48 H -4.6150 2.9471 0.0947
49 H -2.8861 3.6115 0.8734
50 H -3.7617 2.5070 2.9663
51 H -3.8830 -0.0210 4.0537
52 H -3.5302 -2.2615 3.2315
53 H -2.5457 -2.4733 1.7559
54 H -4.3182 -2.4362 1.6431
55 C 0.2156 -3.8231 -1.5186
56 C -0.3588 -4.0789 -0.1207
57 C 0.6485 -4.9000 0.7053
58 C -1.6612 -4.8951 -0.2712
59 O -0.6319 -2.9035 0.5615
60 H 0.5749 -4.7490 -1.9768
61 H 1.0426 -3.1173 -1.4588
62 H -0.5607 -3.3889 -2.1564
63 H 0.8081 -5.8942 0.2762
64 H 0.2676 -5.0082 1.7228
65 H 1.5993 -4.3652 0.7470
66 H -1.4855 -5.8213 -0.8269
67 H -2.4017 -4.2910 -0.8002
68 H -2.0628 -5.1448 0.7145

Output
- LUMO level (spin up / spin down) (eV) = 2.68 / 2.01
- spin multiplicity = 3
- frontier orbital gap (spin up / spin down) (eV) = 5.91 / 6.60
- F_max (eV Å⁻¹) = 0.75
- charge = -1
- ⟨S²⟩ = 2.007

Entry 3:
This record from OMol25 describes a cluster of 7 separate species, C22H30Br10N2O4 in total. The level of theory is ωB97M-V/def2-TZVPD.

Positions of all 68 atoms, in Å:
1 Br 9.2427 1.3130 2.8136
2 C 10.6617 1.4727 1.4904
3 C 11.8551 0.6888 1.9481
4 Br 13.2697 0.8969 0.6479
5 H 10.8701 2.5231 1.3357
6 H 10.2373 1.0531 0.5831
7 H 11.6568 -0.3736 2.0562
8 H 12.2227 1.0291 2.9164
9 Br 6.8271 4.9654 10.8958
10 C 6.0253 3.5843 11.9688
11 C 5.3593 2.5949 11.0629
12 Br 4.2967 1.3614 12.0941
13 H 5.3108 4.0812 12.6159
14 H 6.7776 3.0955 12.5778
15 H 6.1028 2.0285 10.5062
16 H 4.6948 3.0660 10.3475
17 Br 7.5500 3.5779 0.1964
18 C 7.6866 4.6776 1.7728
19 C 9.1019 5.0196 2.0240
20 Br 9.1803 6.4310 3.3340
21 H 7.2088 4.1229 2.5750
22 H 7.0761 5.5634 1.6109
23 H 9.5843 5.3485 1.1118
24 H 9.6371 4.1712 2.4381
25 Br 11.9823 -0.6734 5.7341
26 C 11.7915 -2.2397 6.8714
27 C 10.5938 -2.0832 7.7604
28 Br 10.7800 -0.7042 9.0738
29 H 12.7264 -2.3327 7.4083
30 H 11.6189 -3.0544 6.1777
31 H 10.2849 -3.0261 8.2090
32 H 9.7512 -1.7770 7.1366
33 Br 5.0825 -1.7795 6.8156
34 C 4.1133 -3.4072 6.4695
35 C 3.8656 -4.1577 7.7525
36 Br 3.3038 -5.9609 7.3282
37 H 4.6853 -4.0058 5.7700
38 H 3.1756 -3.1595 5.9761
39 H 3.1450 -3.6641 8.3952
40 H 4.7837 -4.2634 8.3274
41 C 8.4406 -3.1859 5.6440
42 C 9.2964 -4.0140 4.9350
43 C 9.5548 -3.7719 3.5918
44 C 8.9628 -2.6745 3.0009
45 C 8.1519 -1.8138 3.6967
46 C 7.8887 -2.0745 5.0390
47 N 9.2188 -2.4248 1.5701
48 O 9.9070 -3.2373 0.9826
49 O 8.7181 -1.4280 1.0735
50 H 8.1287 -3.4956 6.6380
51 H 9.6559 -4.9236 5.3996
52 H 10.1392 -4.4533 2.9919
53 H 7.7252 -0.9261 3.2574
54 H 7.2295 -1.3926 5.5617
55 C 7.8315 0.6380 7.1452
56 C 6.7111 1.1030 7.7999
57 C 6.2652 2.3953 7.5506
58 C 6.9153 3.1498 6.5880
59 C 7.9946 2.6727 5.8797
60 C 8.5043 1.4269 6.2267
61 N 6.4143 4.4845 6.2918
62 O 7.1026 5.1829 5.5892
63 O 5.3428 4.7949 6.7705
64 H 8.2199 -0.3415 7.3989
65 H 6.1967 0.4482 8.4910
66 H 5.3806 2.7926 8.0284
67 H 8.4550 3.2843 5.1144
68 H 9.4025 1.0369 5.7642

Output
- LUMO level (eV) = -0.78
- frontier orbital gap (eV) = 9.33
- F_max (eV Å⁻¹) = 1.25
- SMILES = O=[N+]([O-])c1ccccc1.O=[N+]([O-])c1ccccc1.BrCCBr.BrCCBr.BrCCBr.BrCCBr.BrCCBr
- energy above the lowest of the compared OMol25 structures with the same formula, charge and spin (kcal per mole) = 0.0

Entry 4:
This record from OMol25 describes a cluster of 3 separate species, C22H30Br2N5O9P2S in total. The level of theory is ωB97M-V/def2-TZVPD.

Positions of all 71 atoms, in Å:
1 C 4.1292 -5.7452 0.5001
2 C 3.4230 -4.2546 0.7765
3 Br 3.6427 -3.5275 2.6360
4 C 2.6679 -3.5437 -0.3337
5 Br 2.5848 -4.6283 -2.0606
6 N 2.0264 -2.1998 -0.1284
7 C 1.1689 -1.7442 -1.2875
8 N 1.8146 -0.9149 -2.3601
9 P 1.7937 -1.6507 -3.9747
10 O 1.2294 -0.7028 -5.1328
11 P 1.2181 0.7495 -2.4690
12 C 0.3034 1.3546 -0.9149
13 O 2.6867 1.7417 -2.5372
14 N -0.1833 -2.0957 -1.2236
15 C -0.8198 -2.8877 -0.1028
16 C -1.3769 -1.7056 1.1105
17 C -2.4258 -2.3775 2.3200
18 O -2.9087 -1.3933 1.0944
19 N -1.0701 -1.6722 -2.2409
20 C -1.4315 -2.7274 -3.0414
21 S -1.6098 -3.8681 -4.3227
22 C 3.0020 -1.0861 0.1573
23 C 4.5033 -0.9196 -0.5491
24 C 5.3768 0.4266 -0.1109
25 C 4.6773 1.4359 0.9741
26 N 3.3495 1.2817 1.6593
27 C 2.5744 0.0625 1.2456
28 H 4.7809 -5.7647 -0.4784
29 H 3.3330 -6.6052 0.4629
30 H 4.8711 -6.0044 1.3979
31 H 1.1526 -2.9459 -4.0585
32 H 3.1984 -1.8906 -4.3356
33 H 0.0790 0.5424 -0.1029
34 H 0.9822 2.1805 -0.3828
35 H -0.6612 1.9452 -1.2711
36 H 3.4015 1.0771 -2.8235
37 H -1.8451 -3.3860 -0.3632
38 H -0.1097 -3.6220 0.4629
39 H -0.5654 -0.8198 1.4721
40 H -1.9116 -1.7849 3.2132
41 H -2.1627 -3.4657 1.9820
42 H 4.8999 -1.7205 -1.3255
43 H 6.4285 0.6848 -0.5527
44 H 5.3055 2.4139 1.2490
45 H 1.5028 -0.0736 1.7560
46 C -0.3618 5.3464 3.9283
47 C -0.2034 3.8726 3.6128
48 C 0.2402 3.6084 2.2060
49 O -0.2969 2.3232 1.9492
50 C -1.3998 2.1995 2.7472
51 O -2.2245 1.3057 2.6518
52 O -1.4542 3.2060 3.6705
53 H -0.5815 5.4818 4.9927
54 H 0.5480 5.9054 3.6898
55 H -1.2034 5.7819 3.3785
56 H 0.4679 3.3998 4.3396
57 H 1.3302 3.5967 2.1113
58 H -0.1738 4.3118 1.4754
59 C -4.6491 0.5734 -0.1362
60 C -5.4540 1.6546 -0.8288
61 C -5.7639 1.3418 -2.2613
62 O -5.8855 2.6293 -2.8391
63 C -5.1072 3.4646 -2.0874
64 O -4.8142 4.6058 -2.4032
65 O -4.7050 2.8548 -0.9319
66 H -4.5459 0.8055 0.9292
67 H -5.1299 -0.4047 -0.2314
68 H -3.6332 0.5134 -0.5418
69 H -6.3663 1.8706 -0.2600
70 H -6.6971 0.7809 -2.3697
71 H -4.9617 0.8026 -2.7767

Output
- LUMO level (eV) = -5.03
- frontier orbital gap (eV) = 6.05
- F_max (eV Å⁻¹) = 7.03
- charge = +1

no.,calculated total energy (hartree)
1,-2252.27548
2,-2858.95581
3,-27006.74632
4,-8035.24063